{
  "formula": "C6H6N",
  "method": "ωB97M-V/def2-TZVPD",
  "relative_energy_kcal_mol": 82.7,
  "e_lumo_ha": -0.2233,
  "total_charge": 1,
  "largest_force_ev_per_a": 3.46,
  "homo_ev": -15.2,
  "e_tot_ha": -286.50341,
  "elements": ["N", "C", "C", "C", "C", "C", "C", "H", "H", "H", "H", "H", "H"],
  "xyz": [[1.622088, -1.791475, 1.244201], [-1.493129, 1.914314, -0.538639], [-0.195565, -0.167114, -1.006136], [-0.938675, 0.949331, -1.437754], [-1.118413, 1.578614, 0.764435], [0.081737, -0.121071, 0.303444], [-0.352901, 0.662898, 1.268786], [2.484085, -1.915259, 0.777449], [0.169774, -1.026379, -1.727380], [1.436815, -2.760163, 1.619941], [-2.070892, 2.752820, -0.756305], [1.538364, -1.039189, 1.935764], [-1.163288, 0.962672, -2.447807]],
  "forces_ev_per_angstrom": [[-2.34, -0.54, 0.45], [1.49, -1.80, 1.50], [1.16, -1.88, -2.37], [-0.44, 0.05, 2.15], [2.06, -2.34, -1.51], [-0.55, 0.26, 1.92], [-0.86, 1.04, -0.31], [1.22, 0.79, -0.45], [-0.82, 2.13, 1.57], [-0.43, 1.73, -0.23], [-0.88, 1.06, -0.78], [0.91, -0.97, -0.06], [-0.53, 0.47, -1.89]]
}